A structure of composition C22H45O16V at a distorted geometry. Source: OMol25; level of theory: wB97M-V/def2-TZVPD.

Output
**Spin multiplicity**: 4
**Lowest unoccupied orbital energy (spin up / spin down)**: -3.89 / -3.95 eV
**Net charge**: +1
**Electronic energy**: -3012.764950 Ha
**Gap between HOMO and LUMO (spin up / spin down)**: 7.16 / 7.28 eV

Cartesian coordinates (Å):
V (-17.480, 16.619, -12.747)
C (-16.688, 15.729, -15.979)
O (-16.587, 16.018, -14.621)
H (-16.461, 14.682, -16.182)
H (-17.665, 15.880, -16.438)
H (-16.133, 16.411, -16.622)
C (-16.375, 11.420, -16.629)
O (-15.362, 11.866, -15.701)
C (-14.392, 11.023, -15.198)
O (-14.246, 9.850, -15.474)
O (-13.655, 11.800, -14.300)
C (-12.693, 11.186, -13.417)
H (-15.915, 10.738, -17.345)
H (-16.840, 12.331, -17.005)
H (-16.969, 10.625, -16.178)
H (-13.055, 10.651, -12.539)
H (-11.950, 11.892, -13.046)
H (-12.103, 10.421, -13.921)
C (-20.968, 14.436, -11.422)
O (-20.129, 13.379, -11.871)
C (-18.825, 13.650, -12.181)
O (-18.245, 14.686, -12.344)
O (-18.356, 12.448, -12.446)
C (-17.229, 12.257, -13.227)
H (-20.602, 14.841, -10.478)
H (-21.985, 14.074, -11.268)
H (-20.974, 15.281, -12.110)
H (-16.343, 12.344, -12.598)
H (-17.373, 12.919, -14.081)
H (-17.338, 11.301, -13.739)
C (-17.562, 19.934, -15.841)
O (-16.817, 20.449, -14.722)
C (-16.540, 19.827, -13.613)
O (-16.745, 18.655, -13.324)
O (-15.997, 20.761, -12.766)
C (-15.761, 20.394, -11.399)
H (-17.830, 20.688, -16.582)
H (-18.534, 19.536, -15.550)
H (-17.038, 19.045, -16.192)
H (-14.914, 19.712, -11.323)
H (-16.658, 19.897, -11.030)
H (-15.553, 21.276, -10.793)
C (-13.353, 14.742, -13.776)
O (-13.435, 14.652, -12.385)
C (-14.565, 15.061, -11.712)
O (-15.606, 15.588, -12.151)
O (-14.356, 14.586, -10.457)
C (-15.352, 14.890, -9.400)
H (-12.525, 14.120, -14.116)
H (-13.185, 15.774, -14.083)
H (-14.166, 14.303, -14.353)
H (-16.372, 14.962, -9.778)
H (-15.120, 15.921, -9.133)
H (-15.191, 14.157, -8.610)
C (-19.975, 15.547, -18.667)
C (-20.519, 16.930, -19.179)
O (-21.551, 17.456, -18.691)
C (-19.751, 17.756, -20.202)
H (-19.646, 14.922, -19.497)
H (-20.704, 15.059, -18.019)
H (-19.178, 16.036, -18.107)
H (-19.744, 17.242, -21.163)
H (-18.755, 17.916, -19.789)
H (-20.307, 18.693, -20.231)
C (-13.543, 14.162, -17.370)
C (-12.482, 13.898, -18.361)
O (-12.313, 12.784, -18.765)
C (-11.675, 15.069, -18.913)
H (-14.369, 14.621, -17.913)
H (-13.187, 14.840, -16.594)
H (-13.835, 13.240, -16.866)
H (-10.678, 14.671, -19.099)
H (-11.609, 15.885, -18.193)
H (-11.994, 15.502, -19.861)
C (-15.302, 17.193, -20.495)
C (-14.200, 18.076, -19.956)
O (-13.557, 18.721, -20.766)
C (-13.981, 18.081, -18.463)
H (-15.881, 16.687, -19.723)
H (-15.115, 16.404, -21.223)
H (-15.993, 17.828, -21.049)
H (-14.741, 18.792, -18.140)
H (-13.040, 18.559, -18.192)
H (-14.108, 17.133, -17.941)



A structure of composition FH12O6Zr at a distorted geometry. Source: OMol25; level of theory: wB97M-V/def2-TZVPD.

Output
**Spin multiplicity**: 1
**Lowest unoccupied orbital energy**: -17.51 eV
**Net charge**: +3
**Electronic energy**: -604.244311 Ha
**Gap between HOMO and LUMO**: 3.17 eV
**ΔE to the lowest compared entry with this formula, charge and spin**: 0.0 kcal per mole

Cartesian coordinates (Å):
Zr (2.152, -0.110, -0.704)
F (0.208, -0.057, 0.220)
O (2.501, -0.883, 1.406)
H (2.206, -1.603, 2.000)
H (3.088, -0.329, 1.959)
O (-0.547, 0.175, 3.057)
H (-0.110, 0.243, 2.202)
H (-0.637, -0.770, 3.235)
O (0.510, -0.608, -2.293)
H (-0.483, -0.703, -2.136)
H (0.637, -0.732, -3.252)
O (-2.371, 1.112, 0.829)
H (-1.602, 0.605, 0.543)
H (-2.243, 1.260, 1.781)
O (1.027, 1.881, -1.545)
H (0.134, 1.848, -1.929)
H (1.378, 2.757, -1.792)
O (-1.867, -1.097, -1.475)
H (-1.510, -1.139, -0.583)
H (-2.472, -1.851, -1.522)



The molecule C3H3NO2S at a distorted geometry. Source: OMol25; level of theory: wB97M-V/def2-TZVPD.

Output
**Spin multiplicity**: 1
**Lowest unoccupied orbital energy**: -0.28 eV
**Electronic energy**: -719.443635 Ha
**Gap between HOMO and LUMO**: 7.74 eV
**ΔE to the lowest compared entry with this formula, charge and spin**: 85.7 kcal per mole

Cartesian coordinates (Å):
C (1.008, -1.727, 0.238)
C (1.970, 0.330, 0.182)
C (-0.180, 0.508, -0.186)
N (2.034, -1.012, 0.332)
O (2.772, 1.191, 0.087)
O (-0.511, 1.415, 0.768)
S (-0.560, -1.179, 0.103)
H (1.206, -2.815, 0.517)
H (-0.158, 0.703, -1.246)
H (-0.219, 2.289, 0.409)



The ion C4H12N6 with charge +2 at a distorted geometry. Source: OMol25; level of theory: wB97M-V/def2-TZVPD.

Output
**Spin multiplicity**: 1
**Lowest unoccupied orbital energy**: -8.38 eV
**SMILES**: NC1=C[NH2+][C@H](N)[N+](N)=C1N
**Net charge**: +2
**Electronic energy**: -487.468000 Ha
**Gap between HOMO and LUMO**: 9.12 eV
**ΔE to the lowest compared entry with this formula, charge and spin**: 48.3 kcal per mole

Cartesian coordinates (Å):
C (0.979, -1.494, 0.012)
C (1.399, -0.226, -0.211)
C (0.474, 0.903, 0.152)
C (-1.402, -0.714, 0.141)
N (1.001, 2.107, 0.352)
N (-0.818, 0.707, 0.401)
N (-1.623, -0.801, -1.202)
N (-1.583, 1.733, 0.889)
N (-0.333, -1.749, 0.577)
N (2.582, 0.092, -0.751)
H (1.591, -2.309, 0.060)
H (-2.246, -0.668, 0.712)
H (0.542, 2.838, 0.841)
H (-2.492, -1.330, -1.407)
H (-0.891, -1.073, -1.819)
H (-2.204, 1.547, 1.685)
H (-2.120, 2.067, 0.113)
H (-0.626, -2.578, 0.197)
H (-0.145, -1.664, 1.637)
H (3.311, -0.563, -0.957)
H (1.900, 2.453, 0.119)
H (2.701, 0.721, -1.541)



A cluster of 40 separate species, H80O40 in total at a distorted geometry. Source: OMol25; level of theory: wB97M-V/def2-TZVPD.

Output
**Spin multiplicity**: 1
**Lowest unoccupied orbital energy**: -0.53 eV
**Electronic energy**: -3057.404347 Ha
**Gap between HOMO and LUMO**: 9.27 eV
**ΔE to the lowest compared entry with this formula, charge and spin**: 221.5 kcal per mole

Cartesian coordinates (Å):
H (2.375, -2.800, -0.513)
H (1.006, -3.450, -0.796)
O (1.510, -2.644, -0.903)
H (0.078, 1.111, -4.319)
H (-0.025, 0.000, -3.209)
O (-0.077, 0.179, -4.151)
H (-6.028, 1.665, 0.059)
H (-6.702, 0.392, 0.859)
O (-6.801, 1.245, 0.431)
H (1.973, 1.584, 5.628)
H (1.389, 0.260, 5.277)
O (1.145, 1.098, 5.741)
H (1.443, 3.625, 4.014)
H (2.938, 4.004, 3.837)
O (2.315, 3.546, 4.412)
H (2.760, -0.293, -0.469)
O (1.967, -0.440, 0.075)
H (-2.916, -2.067, 0.496)
O (-3.640, -1.872, 1.155)
H (-3.844, 0.678, 2.966)
H (-4.459, 1.699, 1.990)
O (-4.456, 0.768, 2.229)
H (-6.217, -1.475, -0.252)
H (-5.270, -1.308, 0.871)
O (-5.994, -0.819, 0.418)
H (0.830, -2.092, -4.153)
H (0.076, -3.475, -4.604)
O (0.770, -3.052, -4.095)
H (1.678, 3.174, -3.692)
H (1.399, 3.197, -5.159)
O (2.134, 2.921, -4.558)
H (-3.014, 3.388, -4.011)
O (-2.334, 3.734, -3.446)
H (5.511, -3.350, 0.005)
H (4.543, -2.716, 1.117)
O (4.609, -3.148, 0.256)
H (4.782, -0.558, 2.995)
H (6.006, -1.246, 2.282)
O (5.195, -1.425, 2.778)
H (-1.895, 4.192, 3.478)
H (-1.184, 4.687, 4.819)
O (-1.354, 3.942, 4.239)
H (-2.146, 5.908, -1.040)
H (-2.757, 4.565, -1.691)
O (-2.046, 4.965, -1.180)
H (4.846, 3.066, -3.100)
H (4.730, 1.739, -3.714)
O (5.266, 2.543, -3.825)
H (-1.757, -5.564, 2.300)
H (-1.421, -5.890, 0.732)
O (-1.619, -5.217, 1.418)
H (1.064, 1.095, 0.709)
O (0.400, 1.615, 0.216)
H (0.938, -2.362, 4.865)
H (1.852, -1.520, 5.718)
O (1.733, -1.821, 4.801)
H (2.955, 0.014, 1.913)
O (3.507, 0.639, 2.379)
H (1.424, -3.167, 1.600)
H (2.605, -4.155, 1.778)
O (1.902, -3.914, 1.153)
H (-0.913, 4.378, -4.651)
H (-1.192, 3.126, -5.401)
O (-0.448, 3.729, -5.223)
H (-1.968, -0.856, 5.145)
H (-2.044, 0.411, 5.864)
O (-2.206, -0.523, 6.036)
H (-2.803, 0.956, -2.371)
H (-2.872, 1.701, -3.625)
O (-3.453, 1.542, -2.862)
H (-3.166, 2.009, 0.707)
H (-2.403, 1.712, -0.655)
O (-2.752, 1.354, 0.161)
H (0.746, 2.261, -1.355)
H (0.329, 3.780, -1.582)
O (0.848, 3.048, -1.923)
H (-4.506, 4.163, 1.177)
H (-3.074, 4.191, 0.166)
O (-3.572, 4.194, 0.995)
H (1.928, -4.208, -3.307)
H (3.297, -4.574, -3.264)
O (2.566, -4.523, -2.622)
H (-3.618, -0.908, -2.033)
H (-3.342, -0.422, -0.671)
O (-2.852, -0.767, -1.450)
H (3.542, -1.626, -4.132)
H (4.690, -2.314, -4.562)
O (3.801, -2.575, -4.280)
H (-2.797, -0.328, 2.572)
O (-2.185, -0.059, 3.321)
H (-0.370, 2.173, 3.926)
H (-0.976, 1.045, 3.176)
O (-0.255, 1.713, 3.076)
H (-0.474, 1.406, 0.556)
H (1.343, -0.624, -0.655)
H (3.123, 0.913, 3.213)
H (-3.540, -2.679, 1.674)
H (-1.690, 3.138, -3.064)
H (-1.561, -0.800, 3.183)
O (-1.100, -5.037, -3.065)
H (-1.284, -4.554, -2.234)
H (-0.141, -4.994, -2.845)
O (-1.395, -2.918, 0.042)
H (-0.599, -2.384, 0.066)
H (-1.453, -3.637, 0.690)
O (0.758, -0.579, 2.545)
H (0.471, 0.330, 2.299)
H (1.152, -0.214, 3.347)
O (-0.616, -0.115, -1.206)
H (-0.526, -0.324, -0.275)
H (-0.613, -0.998, -1.607)
O (0.940, -5.726, -0.287)
H (1.407, -5.043, 0.301)
H (1.136, -5.468, -1.191)
O (4.811, 2.433, -0.190)
H (5.655, 2.020, 0.076)
H (4.595, 3.207, 0.331)
O (2.931, 0.783, -3.587)
H (2.330, 1.361, -3.105)
H (2.667, 1.298, -4.497)



The molecule C10H11ClSi at a distorted geometry. Source: OMol25; level of theory: wB97M-V/def2-TZVPD.

Output
**Spin multiplicity**: 1
**Lowest unoccupied orbital energy**: 0.76 eV
**SMILES**: Cl[SiH2]C[C@H]1C=Cc2ccccc21
**Electronic energy**: -1137.311203 Ha
**Gap between HOMO and LUMO**: 9.24 eV
**ΔE to the lowest compared entry with this formula, charge and spin**: 8.9 kcal per mole

Cartesian coordinates (Å):
C (-3.127, -1.020, -0.656)
C (-2.427, -1.931, 0.140)
C (-2.582, 0.246, -0.888)
C (-1.180, -1.622, 0.750)
C (-1.322, 0.569, -0.410)
C (-0.671, -0.314, 0.440)
C (-0.671, 1.868, -0.323)
C (0.422, 1.789, 0.426)
C (0.551, 0.396, 0.841)
C (1.850, -0.291, -0.024)
Si (3.515, 0.525, 0.015)
Cl (5.040, -0.734, -0.325)
H (-4.022, -1.344, -1.089)
H (-2.886, -2.998, 0.319)
H (-3.043, 0.806, -1.557)
H (-0.633, -2.267, 1.380)
H (-1.048, 2.629, -0.975)
H (1.086, 2.637, 0.634)
H (0.860, 0.106, 1.885)
H (1.450, -0.324, -0.996)
H (2.040, -1.232, 0.420)
H (3.540, 1.266, 1.209)
H (3.260, 1.240, -1.216)